[1]
100
Properties=species:S:1:pos:R:3:forces:R:3:lowdin_charge:R:1 method="wB97M-V/def2-TZVPD" energy_ha=-3078.4897 multiplicity=1 gap_ev=8.0 mol_weight_g_mol=909.7
O -4.302804 -5.959413 4.984571 0.1 -1.1 0.2 0.139
C -4.401113 -4.804986 4.737220 0.0 0.1 -0.1 -0.517
O -5.561892 -4.300120 4.217465 -0.2 0.3 -0.1 0.063
C -3.282515 -3.839939 5.017003 -0.5 0.7 -0.2 -0.070
C -3.663150 -2.343203 4.928324 0.5 -0.2 0.1 -0.123
C -2.792293 -1.606921 3.951251 0.1 0.0 0.4 -0.165
C -1.529297 -1.185383 4.269420 -0.8 -0.2 -0.2 -0.002
C -0.658038 -0.504659 3.363962 -0.1 -0.1 -0.4 -0.180
C 0.705450 -0.123755 3.906681 -0.5 0.2 0.1 -0.158
C 1.132477 1.355461 3.757980 0.2 -0.9 0.5 -0.311
C 0.012931 2.361042 3.777512 0.5 0.2 -0.4 -0.641
I -1.120243 2.306699 5.587450 -0.1 0.0 -0.1 0.809
C -1.087111 -0.268487 2.079978 0.6 0.2 0.3 -0.128
C -0.266889 0.374083 0.992702 -0.5 -1.1 -0.4 -0.121
C 0.033802 -0.640635 -0.156657 0.3 0.6 0.1 -0.309
C 1.508759 -0.988587 -0.150633 -0.4 -0.2 0.1 -0.673
I 2.011774 -2.325628 -1.747234 0.1 0.1 0.0 0.788
C -2.402672 -0.685864 1.733775 0.0 0.2 -0.7 -0.296
N -2.967392 -0.517839 0.525070 0.3 0.3 -0.1 -0.215
S -4.426117 -1.140463 0.594021 -0.2 -0.3 0.3 1.011
N -4.453936 -1.674239 2.117736 -0.1 0.1 -0.3 -0.210
C -3.263661 -1.344522 2.633095 0.2 -0.3 0.7 -0.309
H -5.542334 -4.317461 3.253951 0.0 0.1 -0.1 0.116
H -2.503118 -4.048074 4.289153 0.1 -0.2 -0.1 0.131
H -2.887540 -4.097797 5.990348 0.2 -0.1 0.2 0.124
H -4.700232 -2.239577 4.638881 -0.2 0.0 0.0 0.100
H -3.532102 -1.909038 5.915053 -0.1 0.2 0.1 0.118
H -1.179851 -1.366676 5.277133 0.1 0.0 0.1 0.120
H 1.444920 -0.806792 3.491657 0.3 0.1 -0.1 0.119
H 0.672383 -0.334298 4.971880 0.0 -0.1 0.1 0.087
H 1.801052 1.570335 4.589252 0.1 0.1 0.1 0.105
H 1.744807 1.467781 2.875762 -0.1 0.4 -0.3 0.073
H -0.642186 2.257937 2.923822 -0.4 -0.2 0.1 0.042
H 0.440040 3.349988 3.703344 0.0 0.2 0.2 0.013
H -0.858004 1.181271 0.569719 0.2 0.3 0.0 0.121
H 0.687054 0.718061 1.354882 0.1 0.5 0.2 0.085
H -0.173973 -0.152676 -1.104768 -0.2 -0.1 -0.2 0.097
H -0.582041 -1.526249 -0.074517 -0.1 -0.2 -0.1 0.088
H 2.082413 -0.076859 -0.261931 0.3 -0.1 -0.1 0.047
H 1.798803 -1.501700 0.759065 0.1 0.0 0.1 0.035
C 3.547454 -4.183424 -5.142653 0.0 0.1 0.0 -0.370
O 4.307698 -3.579591 -4.409086 0.0 0.0 0.0 -0.026
N 3.095151 -5.428985 -4.915954 -0.1 -0.1 -0.1 -0.193
C 2.189235 -6.099587 -5.825365 0.1 0.0 0.2 -0.059
C 3.537662 -6.119233 -3.714166 0.1 0.2 0.0 -0.032
H 3.154731 -3.742166 -6.075269 0.0 0.0 0.0 0.132
H 1.258975 -6.352373 -5.312087 0.0 0.0 -0.1 0.088
H 2.646123 -7.016763 -6.202077 -0.1 0.0 0.0 0.090
H 1.959503 -5.450091 -6.667459 0.0 0.0 0.0 0.080
H 3.243025 -5.548963 -2.831040 0.0 -0.1 0.0 0.076
H 4.621331 -6.212713 -3.722935 0.0 -0.1 0.1 0.069
H 3.092122 -7.109456 -3.674992 0.0 0.0 -0.1 0.090
C 7.331253 -7.091565 -3.264362 0.0 0.1 -0.2 -0.356
O 6.545148 -7.787847 -3.879081 0.0 -0.1 0.1 0.001
N 7.622379 -7.238874 -1.959343 0.1 0.1 0.1 -0.198
C 8.564442 -6.373826 -1.277233 -0.1 -0.2 0.0 -0.058
C 6.965031 -8.300579 -1.216181 0.0 0.0 -0.2 -0.040
H 7.876604 -6.259290 -3.739647 0.0 0.0 0.0 0.136
H 9.392286 -6.961448 -0.875090 0.0 0.1 0.0 0.088
H 8.069421 -5.851187 -0.456606 0.1 0.0 0.0 0.090
H 8.961677 -5.637323 -1.971786 0.0 0.0 0.0 0.083
H 7.196502 -9.268402 -1.661692 0.0 0.0 0.0 0.092
H 5.883656 -8.163842 -1.244982 0.0 0.0 0.0 0.090
H 7.304919 -8.285184 -0.184029 0.0 0.0 0.0 0.085
C 2.918301 4.513319 1.586948 0.0 -0.1 -0.1 -0.332
O 2.236623 3.549057 1.894294 0.0 0.1 0.0 0.004
N 2.488899 5.783586 1.597258 0.0 0.2 0.0 -0.191
C 3.344635 6.890892 1.213750 -0.2 0.0 0.1 -0.052
C 1.118745 6.055831 2.003664 0.1 -0.2 0.0 -0.030
H 3.966457 4.410490 1.262179 0.0 0.0 0.0 0.136
H 3.450785 7.588521 2.046272 0.1 0.0 0.0 0.090
H 2.914676 7.419058 0.361242 0.1 0.0 0.0 0.093
H 4.329456 6.521172 0.937660 0.0 0.0 0.0 0.083
H 0.954440 5.706479 3.023587 0.0 0.0 0.0 0.087
H 0.422325 5.533544 1.347028 0.0 0.0 0.0 0.095
H 0.930847 7.124529 1.953711 0.0 0.0 0.0 0.088
C -5.409952 4.368022 -1.208773 0.1 0.1 0.1 -0.348
O -4.198628 4.324566 -1.091923 0.0 0.0 -0.1 0.005
N -6.228808 3.326920 -0.984087 -0.2 -0.1 0.0 -0.197
C -7.668419 3.425080 -1.123098 0.2 -0.2 0.1 -0.056
C -5.631670 2.063463 -0.581620 0.1 0.2 0.0 -0.063
H -5.943383 5.288014 -1.504847 0.0 0.0 0.0 0.134
H -8.154339 3.197822 -0.172482 -0.1 0.0 0.0 0.091
H -8.022308 2.720976 -1.878546 -0.1 0.0 0.0 0.090
H -7.944839 4.432662 -1.425817 0.0 0.0 0.0 0.082
H -5.067846 2.203886 0.341086 0.0 -0.1 0.0 0.090
H -4.941546 1.717155 -1.351776 0.0 -0.1 0.1 0.092
H -6.406385 1.317761 -0.424077 -0.1 0.1 0.0 0.074
C -1.826495 8.382125 -3.685169 0.0 0.1 -0.1 -0.366
O -1.018174 8.886203 -2.929307 0.0 0.0 0.0 0.005
N -2.372923 7.163672 -3.523278 -0.1 -0.1 -0.1 -0.196
C -3.331138 6.618487 -4.461700 0.1 0.0 0.2 -0.058
C -1.988030 6.368583 -2.366914 0.2 0.2 -0.1 -0.041
H -2.185891 8.900622 -4.591690 0.0 0.0 0.0 0.130
H -4.276051 6.409310 -3.955433 0.0 0.0 -0.1 0.082
H -2.950574 5.690355 -4.892834 -0.1 0.0 0.0 0.091
H -3.512457 7.330280 -5.264695 0.0 0.0 0.0 0.080
H -2.233017 6.904698 -1.450546 0.0 -0.1 0.0 0.094
H -0.911036 6.193821 -2.383554 0.0 0.0 0.1 0.091
H -2.514770 5.420930 -2.376775 -0.1 0.0 0.0 0.059

---

[2]
95
Properties=species:S:1:pos:R:3:forces:R:3:lowdin_charge:R:1 method="wB97M-V/def2-TZVPD" energy_ha=-3148.6034 charge=-1 multiplicity=1 gap_ev=5.4 mol_weight_g_mol=953.4
Tl 10.768510 12.254467 10.101667 -0.3 -0.4 0.2 0.921
C 11.271816 15.107625 7.377630 1.4 0.2 -2.0 -0.032
C 11.914506 13.757210 7.127294 -1.1 1.0 -0.3 -0.291
C 11.344586 12.872999 6.231025 1.1 -2.4 -0.3 0.008
C 11.863361 11.512265 6.170356 0.2 2.8 0.1 -0.270
C 11.328550 10.494169 5.229220 1.0 -0.5 0.2 -0.061
C 12.970305 11.196274 6.937636 -1.0 1.3 1.6 -0.021
C 13.483098 12.086595 7.929105 -0.6 0.0 -2.3 -0.295
C 14.702762 11.750100 8.693537 -0.2 -1.6 -0.4 -0.044
C 12.937451 13.357635 7.966318 0.7 -1.1 0.0 -0.097
H 10.934624 15.664016 6.472462 0.0 -0.7 0.5 0.098
H 11.933852 15.758742 7.904473 0.8 0.5 0.3 0.061
H 10.513168 14.924171 8.052890 -2.1 -0.1 1.1 0.017
H 10.558604 13.133837 5.517885 0.1 0.2 0.5 0.115
H 10.690397 10.942174 4.494385 -0.4 0.1 -0.5 0.063
H 10.774247 9.769559 5.825764 -0.1 -0.3 -0.3 0.080
H 12.210904 9.998722 4.748892 -1.0 0.2 0.2 0.095
H 13.233620 10.179338 6.945494 0.9 -1.2 -0.1 0.101
H 14.858137 12.362778 9.541990 0.6 1.1 0.4 0.042
H 15.549520 11.609106 8.004899 0.0 0.4 0.5 0.098
H 14.535632 10.789868 9.159586 0.1 -0.7 0.1 0.075
H 13.385258 13.993542 8.689793 0.0 1.0 0.5 0.109
N 8.643886 9.973110 14.389584 1.0 0.0 -2.1 0.074
C 7.852892 10.877399 14.931166 0.2 1.5 0.1 -0.330
C 7.300115 10.620905 16.162248 -1.2 -2.8 2.2 -0.067
C 6.439914 11.478370 16.804149 -0.3 1.3 0.0 -0.119
C 6.254936 12.793072 16.280278 0.2 -1.8 -0.5 -0.113
C 6.854346 13.041033 15.047418 0.9 1.1 0.1 -0.134
C 7.695494 12.150859 14.373565 -0.9 0.6 0.2 -0.431
S 8.561151 12.683754 12.906533 -0.2 -0.3 0.4 0.958
N 9.887835 11.519653 13.041573 0.3 1.5 -0.3 -0.426
C 9.377038 10.253010 13.185117 -0.1 -1.6 0.1 -0.385
C 9.027137 9.509824 12.078367 0.7 0.4 -2.4 -0.277
C 8.090714 8.474466 12.142858 -1.5 -0.8 -1.0 -0.049
C 7.645325 7.808032 11.028853 0.3 -0.3 0.1 -0.098
C 8.257923 8.056268 9.792342 -0.6 -1.2 -1.1 -0.151
C 9.150172 9.067222 9.709908 0.2 1.3 2.5 -0.210
N 9.481997 9.813826 10.796361 0.9 0.3 -0.2 -0.016
H 8.895824 9.246564 14.981899 0.7 -1.5 0.9 0.111
H 7.444426 9.538562 16.618140 -0.2 2.2 -1.0 0.145
H 5.891643 11.153657 17.692125 0.4 0.2 -0.1 0.090
H 5.655470 13.526426 16.788340 -0.2 0.1 0.0 0.077
H 6.881998 14.051954 14.627005 -0.5 -0.2 0.2 0.093
H 7.521354 8.479784 13.019096 -0.7 -0.7 1.4 0.078
H 6.818076 7.085625 11.025593 0.3 0.4 0.5 0.098
H 7.993148 7.502238 8.888964 -0.1 0.1 0.3 0.082
H 9.561372 9.396190 8.780845 0.4 0.2 -0.6 0.074
S 13.801572 9.269313 13.395026 -1.2 -0.2 -0.8 0.994
C 12.681363 9.773611 12.054634 1.4 1.9 0.2 -0.382
N 12.901362 10.997866 11.641175 1.3 -1.0 0.9 -0.002
C 14.026428 11.600618 12.331196 -2.1 -2.5 0.4 -0.305
C 14.496992 12.848697 12.102158 0.3 1.4 -0.3 -0.058
C 15.482071 13.357609 12.915126 0.5 0.1 0.4 -0.067
C 15.990671 12.597835 13.986917 1.0 1.6 0.3 -0.102
C 15.586428 11.315939 14.208681 -1.4 -1.2 0.5 -0.104
C 14.548466 10.824005 13.382053 0.5 0.1 -0.5 -0.500
H 11.926233 9.154542 11.558646 0.2 0.0 0.6 0.079
H 14.025050 13.434865 11.337356 -0.1 0.3 -0.2 0.103
H 15.843370 14.377206 12.785659 -0.2 -0.2 0.0 0.106
H 16.710637 13.101777 14.685109 -0.7 -0.7 -0.8 0.117
H 15.869674 10.743745 15.106707 0.1 0.3 -0.7 0.110
C 10.839343 11.969346 14.050272 -0.3 1.1 -0.2 -0.118
H 11.317538 12.884564 13.675487 -0.4 0.1 0.4 0.057
H 11.658164 11.283002 14.078182 0.3 -0.9 0.5 0.048
H 10.340385 12.140250 15.033496 0.6 -0.2 -0.4 0.097
O 9.563256 14.905125 9.958684 0.7 0.4 1.4 -0.106
C 10.316338 15.280648 10.893666 -1.6 -0.1 -1.8 -0.637
N 10.284943 16.525382 11.428243 -1.0 1.0 -0.4 0.156
C 11.448368 16.745294 12.289697 -0.4 -0.1 -1.9 -0.277
C 11.885455 15.261112 12.369217 0.8 1.1 2.6 -0.488
O 12.694922 14.959412 13.241512 0.2 -0.6 -0.4 0.034
N 11.258252 14.542379 11.481250 0.6 -2.4 -0.6 0.107
C 11.097692 17.452274 13.546255 0.7 0.3 -0.5 -0.165
C 11.061695 18.841856 13.587347 -0.4 1.5 -0.1 -0.020
C 10.520151 19.471123 14.711305 -0.4 0.8 0.4 -0.104
C 10.022261 18.766096 15.807732 -0.1 -1.3 -1.0 -0.094
C 10.109579 17.367508 15.729877 0.6 1.5 -0.7 -0.062
C 10.717441 16.728421 14.633837 -1.7 -0.4 2.3 -0.001
C 12.595260 17.395852 11.539364 1.7 2.0 -1.4 -0.117
C 12.433290 18.076771 10.282528 -1.4 -1.8 1.1 -0.035
C 13.502725 18.568052 9.572921 -0.5 0.2 -2.4 -0.139
C 14.779539 18.615034 10.062407 0.1 -0.1 0.7 -0.120
C 14.952834 18.061890 11.331680 1.4 0.0 2.1 -0.087
C 13.923952 17.421732 12.063894 -1.3 0.5 -1.9 -0.009
H 9.497716 17.099640 11.115826 0.9 0.2 0.5 0.167
H 11.328859 19.523625 12.724016 -0.1 -1.3 1.0 0.136
H 10.348375 20.550965 14.747606 0.4 -0.2 -0.4 0.095
H 9.412100 19.207752 16.600695 0.5 0.1 -0.2 0.099
H 9.627626 16.834357 16.499208 -0.2 -1.0 0.8 0.083
H 10.675607 15.645401 14.700059 0.4 0.1 -0.6 0.124
H 11.431235 18.025302 9.809637 0.8 0.2 0.3 0.115
H 13.385306 18.808698 8.476185 -0.3 0.1 1.4 0.118
H 15.520583 19.084859 9.407691 0.2 -0.4 0.8 0.101
H 15.924568 18.163151 11.926942 -1.2 -0.3 -1.3 0.116
H 14.086298 16.874205 12.965234 0.4 0.0 0.6 0.099